# 1
ORCA calculation (wB97M-V/def2-TZVPD) on a cluster of 2 separate species, C6H12O in total at a distorted geometry.

Last column: Löwdin charge in e.
Element x y z (Å)
H -1.512 -0.597 -0.020  0.124
C 2.178 1.057 -0.136  -0.021
C -0.952 -0.660 -0.948  0.011
O -3.178 -0.998 2.520  -0.059
H -2.263 -1.296 2.457  0.023
C 0.349 -0.174 -0.957  -0.048
H 0.359 0.987 0.917  0.139
H -3.334 -0.571 3.363  0.039
H 0.976 -0.405 -1.811  0.137
C -1.474 -1.314 -2.183  -0.034
H 3.470 2.619 0.192  0.110
C 0.884 0.596 0.059  -0.024
H 2.670 0.703 -1.036  0.128
H 2.558 2.260 1.596  0.080
C 3.060 1.794 0.782  -0.037
H -1.359 -0.612 -3.007  0.107
H 3.813 1.128 1.204  0.117
H -2.535 -1.521 -2.081  0.093
H -0.894 -2.236 -2.261  0.115

Atoms 1-3, force components in eV/Å:
H -0.257 0.116 -0.156
C 0.473 -0.940 0.356
C 0.412 -0.149 -0.445

Calculated values
Spin multiplicity ... 2
HOMO-LUMO gap (spin up / spin down) ... 9.2 / 7.1 eV
Charge ... +1
<S²> ... 0.7777
DFT total energy ... -310.71101 Eh
HOMO level (spin up / spin down) ... -14.02 / -14.44 eV



# 2
ORCA calculation (wB97M-V/def2-TZVPD) on a cluster of 2 separate species, C6H12O in total at a distorted geometry.

Last column: Löwdin charge in e.
Element x y z (Å)
H 1.922 1.388 0.882  0.109
H -0.079 -2.153 -1.381  0.097
H -2.114 1.194 0.384  0.103
C 0.379 -0.079 0.298  -0.236
O 0.237 1.464 -2.482  -0.024
H 2.348 -0.713 -0.188  0.134
H -1.015 -1.598 0.801  0.149
H 0.332 1.771 1.407  0.105
H -0.676 1.770 -2.483  0.049
C -2.045 0.304 1.010  -0.026
H -2.976 -0.246 0.890  0.100
C 0.970 -1.922 -1.232  0.183
C 0.992 0.924 1.195  -0.002
C 1.300 -0.931 -0.371  -0.097
C -0.923 -0.548 0.554  0.026
H -1.852 0.575 2.053  0.122
H 1.739 -2.486 -1.739  0.101
H 0.335 0.818 -1.779  -0.025
H 1.125 0.467 2.180  0.131

Atoms 1-3, force components in eV/Å:
H 0.188 -0.471 -0.327
H 0.106 -0.130 -0.365
H 0.079 0.263 0.313

Calculated values
Spin multiplicity ... 2
HOMO-LUMO gap (spin up / spin down) ... 8.6 / 7.5 eV
Charge ... +1
<S²> ... 0.7738
DFT total energy ... -310.67913 Eh
HOMO level (spin up / spin down) ... -14.51 / -15.05 eV



# 3
ORCA calculation (wB97M-V/def2-TZVPD) on a cluster of 2 separate species, C6H12O2 in total at a distorted geometry.

Last column: Löwdin charge in e.
Element x y z (Å)
C -0.781 0.916 -0.008  -0.176
H -2.813 -0.659 0.832  0.116
C -0.091 0.082 -0.788  -0.366
C -2.332 -0.053 1.582  -0.224
O 3.996 -0.240 0.137  -0.207
H -2.851 0.561 3.343  0.083
H 3.791 -0.588 -0.743  -0.041
H -1.323 1.709 -0.523  0.090
H 3.308 0.399 0.391  -0.038
H 0.909 -1.802 -1.074  0.037
H -0.436 0.798 -2.858  0.056
H -0.399 -1.830 0.140  0.058
O -2.957 -0.236 2.809  -0.048
C -1.244 0.669 1.392  -0.136
H -0.648 1.180 2.143  0.090
H 1.211 -1.167 0.465  0.049
C 0.360 0.497 -2.160  -0.242
C 0.413 -1.244 -0.277  -0.149
H 1.066 1.335 -2.111  0.026
H 0.822 -0.328 -2.692  0.025

Atoms 1-3, force components in eV/Å:
C -0.964 -0.566 -0.486
H -0.008 0.146 -0.314
C 0.475 0.219 0.446

Calculated values
Spin multiplicity ... 2
HOMO-LUMO gap (spin up / spin down) ... 2.1 / 8.8 eV
Charge ... -1
<S²> ... 0.7504
DFT total energy ... -386.19159 Eh
HOMO level (spin up / spin down) ... 1.07 / -5.67 eV



# 4
ORCA calculation (wB97M-V/def2-TZVPD) on a cluster of 2 separate species, C6H12O2 in total at a distorted geometry.

Last column: Löwdin charge in e.
Element x y z (Å)
C 0.019 1.703 -2.050  -0.043
H -1.493 1.753 -0.457  0.132
H -0.641 -2.307 -1.101  0.079
H 0.387 -2.596 1.766  0.102
H -0.348 0.751 -2.435  0.075
H 1.055 -0.537 -0.400  0.125
O 0.308 2.352 0.233  0.023
H -1.584 -1.962 0.347  0.080
C 0.306 -0.944 0.267  -0.285
C 0.887 -1.693 1.445  -0.083
H 0.808 1.463 1.546  0.074
H -1.484 -0.765 -0.937  0.050
H -0.423 2.495 -2.656  0.090
C -0.409 1.896 -0.633  -0.291
C -0.918 -1.523 -0.395  -0.082
C 0.235 -0.386 1.748  -0.352
H 1.101 1.757 -2.136  0.089
H 1.962 -1.721 1.538  0.108
H -0.773 -0.404 2.167  0.143
O 1.006 0.665 2.142  -0.031

Atoms 1-3, force components in eV/Å:
C 0.264 -0.271 0.045
H 0.138 -0.247 0.262
H -0.025 -0.052 -0.030

Calculated values
Spin multiplicity ... 1
Structure (SMILES) ... C[C@@H]1C[C@H]1O.CC=O
HOMO-LUMO gap ... 9.9 eV
DFT total energy ... -386.23447 Eh
HOMO level ... -9.15 eV



# 5
ORCA calculation (wB97M-V/def2-TZVPD) on a cluster of 3 separate species, C6H12O2 in total at a distorted geometry.

Last column: Löwdin charge in e.
Element x y z (Å)
H 1.007 -0.426 -1.121  0.053
O -1.182 0.855 -1.463  0.083
H 1.206 -1.405 1.804  0.064
H -1.989 -1.274 1.066  0.026
H -1.643 -2.196 -0.448  0.037
H 2.592 -1.154 0.753  0.071
O -1.305 1.237 0.476  0.082
C -1.227 -1.624 0.376  -0.017
C 0.682 -1.007 -0.262  -0.151
H -3.087 0.546 -0.516  0.130
C -0.372 1.328 -0.490  -0.436
C 1.566 -0.824 0.951  -0.154
H 1.609 0.216 1.279  0.056
C 0.785 2.222 -0.577  0.007
C -2.012 0.451 -0.430  -0.202
H 1.648 1.700 -1.000  0.087
H 1.039 2.547 0.432  0.098
H -0.595 -2.269 0.982  0.012
H 0.700 -2.031 -0.625  0.061
H 0.580 3.108 -1.187  0.093

Atoms 1-3, force components in eV/Å:
H -0.290 0.277 0.079
O 0.606 -0.151 0.638
H -0.012 -0.007 -0.067

Calculated values
Spin multiplicity ... 1
HOMO-LUMO gap ... 7.9 eV
DFT total energy ... -386.02435 Eh
HOMO level ... -6.97 eV



# 6
ORCA calculation (wB97M-V/def2-TZVPD) on the molecule C6H12O2S at a distorted geometry.

Last column: Löwdin charge in e.
Element x y z (Å)
H 1.655 -0.539 0.460  0.117
H 0.263 -2.834 -0.071  0.118
C -0.958 1.503 1.628  -0.148
H 2.278 1.021 -1.503  0.073
H 0.538 1.170 -1.645  0.102
H 1.054 1.420 2.607  0.062
O 0.470 3.419 -0.281  -0.578
C 1.363 1.091 -0.965  -0.272
H -1.984 -1.887 -1.861  0.074
H -1.025 -3.537 -2.103  0.067
H -2.104 -3.223 -0.731  0.090
O 0.252 -1.019 -0.993  0.009
H 0.765 0.093 1.214  0.099
H -1.202 1.678 2.693  0.073
C 1.111 -0.262 -0.451  -0.305
H -1.358 2.441 1.084  0.091
H -1.436 0.677 1.142  0.050
S 1.403 2.400 0.376  0.935
C 0.565 1.274 1.644  -0.383
C -0.232 -2.154 -0.753  -0.211
C -1.418 -2.732 -1.491  -0.064

Atoms 1-3, force components in eV/Å:
H 0.342 -1.326 -1.261
H 0.418 0.328 0.289
C 0.141 2.068 0.520

Calculated values
Spin multiplicity ... 1
HOMO-LUMO gap (spin up / spin down) ... 7.5 / 7.6 eV
DFT total energy ... -784.23441 Eh
HOMO level (spin up / spin down) ... -7.13 / -7.02 eV



# 7
ORCA calculation (wB97M-V/def2-TZVPD) on the molecule C6H12O2S2 at a distorted geometry.

Last column: Löwdin charge in e.
Element x y z (Å)
O -2.242 -0.210 0.331  -0.351
C 0.516 -0.434 0.646  -0.476
C -0.950 1.864 -0.512  -0.105
H 0.987 -2.616 0.859  0.089
H -0.736 -2.048 0.511  0.059
H -0.327 -0.132 -3.005  0.144
C 0.219 -1.881 0.953  -0.065
H -1.783 1.732 -1.199  0.073
H -1.331 2.617 0.075  0.027
H -0.327 -1.831 -2.163  0.112
C 1.511 0.472 1.350  -0.112
C -0.377 -0.722 -1.944  -0.157
S 2.254 0.149 -1.602  0.769
H 1.603 0.460 2.404  0.087
H -0.120 -2.032 1.988  0.100
H -0.015 2.061 -1.006  0.058
H 1.325 1.423 1.015  0.042
H -1.307 -0.578 -1.353  0.041
H 2.500 0.244 1.007  0.044
O -1.121 1.277 1.996  -0.313
C 0.788 -0.352 -1.119  -0.752
S -1.068 0.534 0.767  0.688

Atoms 1-3, force components in eV/Å:
O 0.525 -0.450 0.909
C -0.336 0.799 -2.595
C -0.506 -1.776 -0.338

Calculated values
Spin multiplicity ... 1
Structure (SMILES) ... CC(=S)C(C)(C)S(C)(=O)=O
HOMO-LUMO gap ... 8.4 eV
DFT total energy ... -1182.56345 Eh
HOMO level ... -8.97 eV



# 8
ORCA calculation (wB97M-V/def2-TZVPD) on a cluster of 3 separate species, C6H12O3 in total at a distorted geometry.

Last column: Löwdin charge in e.
Element x y z (Å)
C -0.887 -1.527 1.222  -0.016
C -1.694 -2.531 -2.243  -0.029
H -2.631 -2.961 -2.587  0.092
O 1.030 1.034 0.670  -0.191
H 0.074 -0.685 0.478  0.212
C -0.813 -1.901 -0.148  -0.564
H -1.569 -1.516 -2.619  0.095
H 1.406 3.772 0.780  0.045
O -1.777 -2.523 -0.802  -0.009
H 1.214 2.197 -1.045  0.098
O 0.143 -1.303 -0.751  -0.008
H -0.002 1.482 2.320  0.115
C 1.782 1.470 -0.458  -0.076
C 0.818 3.276 1.538  0.012
H 2.730 1.916 -0.144  0.095
H -1.850 -1.532 1.719  0.063
H -0.080 -1.956 1.812  0.071
H 1.962 0.578 -1.053  0.084
C 0.595 1.965 1.555  -0.233
H -0.855 -3.143 -2.570  0.096
H 0.405 3.888 2.325  0.048

Atoms 1-3, force components in eV/Å:
C 0.962 0.312 0.077
C 0.088 0.028 0.112
H 0.035 0.027 0.042

Calculated values
Spin multiplicity ... 1
HOMO-LUMO gap ... 9.5 eV
DFT total energy ... -461.38733 Eh
HOMO level ... -8.57 eV



# 9
ORCA calculation (wB97M-V/def2-TZVPD) on a cluster of 3 separate species, C6H12O3 in total at a distorted geometry.

Last column: Löwdin charge in e.
Element x y z (Å)
O -3.028 0.395 -1.837  -0.025
H 1.056 -0.451 2.082  0.118
H 2.905 0.014 -0.351  0.082
H -2.539 0.599 0.576  0.082
H -1.219 1.434 1.369  0.087
H -1.912 -0.031 2.098  0.084
H 0.618 -0.634 -1.302  0.092
C 1.390 0.078 1.194  -0.286
H 3.484 -0.402 1.263  0.088
H -0.766 -1.476 0.505  0.132
O -1.762 -0.940 -3.107  -0.022
C 0.040 0.049 -0.696  -0.019
H 0.120 1.112 -0.888  0.104
C -1.978 -0.199 -1.971  -0.406
H 2.499 -1.560 0.357  0.087
C -0.684 -0.400 0.376  -0.230
O 1.428 1.427 1.483  -0.019
H -2.564 -0.856 -3.669  0.090
H 1.901 1.898 0.784  0.106
C -1.622 0.443 1.157  -0.065
C 2.633 -0.500 0.577  -0.078

Atoms 1-3, force components in eV/Å:
O 0.359 -0.393 0.113
H 0.130 0.054 0.048
H -0.044 -0.049 -0.015

Calculated values
Spin multiplicity ... 1
HOMO-LUMO gap (spin up / spin down) ... 6.7 / 7.1 eV
DFT total energy ... -461.35520 Eh
HOMO level (spin up / spin down) ... -6.35 / -6.62 eV



# 10
ORCA calculation (wB97M-V/def2-TZVPD) on the molecule C6H12O3Si at a distorted geometry.

Last column: Löwdin charge in e.
Element x y z (Å)
H -2.656 1.157 -1.159  0.109
H -0.714 -1.733 0.961  0.057
O -1.733 0.927 -1.049  0.041
C 2.690 -0.960 -0.160  -0.192
H 2.664 -1.064 -1.197  -0.018
H 2.507 0.913 2.344  0.043
H 0.565 1.304 -1.734  -0.012
H 0.904 -0.120 2.867  0.055
O -4.052 -0.571 -1.334  0.088
C 1.412 0.659 2.173  -0.207
C -0.369 -0.882 0.277  0.017
C -3.047 -1.156 -0.613  -0.498
C -1.846 -0.311 -0.583  -0.157
C 0.982 1.580 -0.837  -0.181
O -3.039 -2.231 -0.009  0.071
H 1.938 2.153 -1.161  0.077
H 0.706 1.484 2.399  0.023
H 2.530 -1.958 0.313  0.032
H -4.626 -1.319 -1.593  0.137
Si 1.191 0.133 0.367  0.463
H 0.376 2.323 -0.508  -0.021
H 3.618 -0.329 0.237  0.074

Atoms 1-3, force components in eV/Å:
H -0.542 0.970 -0.683
H 0.752 1.126 -1.310
O -1.011 -0.263 -0.217

Calculated values
Spin multiplicity ... 1
Structure (SMILES) ... C[Si](C)(C)/C=C(\O)C(=O)O
HOMO-LUMO gap (spin up / spin down) ... 8.3 / 7.8 eV
DFT total energy ... -750.91455 Eh
HOMO level (spin up / spin down) ... -8.56 / -8.17 eV



# 11
ORCA calculation (wB97M-V/def2-TZVPD) on the molecule C6H12O4 at a distorted geometry.

Last column: Löwdin charge in e.
Element x y z (Å)
H 1.000 1.892 -0.343  0.154
C -0.685 -0.790 -1.541  -0.098
O -1.483 1.268 0.595  -0.054
H 1.475 0.777 2.001  0.129
C -0.606 -1.068 -0.028  -0.313
H -0.574 1.333 -2.049  0.116
H -1.157 2.172 0.644  0.079
O -0.538 0.623 2.611  -0.177
O 2.100 0.166 -0.410  0.006
C -0.102 0.252 0.600  -0.208
H -0.021 -2.616 1.105  0.102
C 0.839 0.812 -0.490  -0.325
H -0.261 -1.631 -2.106  0.120
H -1.609 -1.279 0.368  0.158
H 0.814 0.426 -2.635  0.117
H 0.780 -0.902 2.257  0.125
O 0.149 -2.224 0.241  -0.009
C 0.589 0.126 1.937  -0.185
H -1.335 1.258 2.079  0.167
C 0.105 0.507 -1.801  -0.121
H -1.729 -0.701 -1.868  0.118
H 2.251 -0.401 -1.170  0.101

Atoms 1-3, force components in eV/Å:
H 0.057 -0.220 -0.049
C 0.197 -0.369 -0.305
O 2.156 -1.840 -0.651

Calculated values
Spin multiplicity ... 1
Structure (SMILES) ... OC[C@]1(O)[C@H](O)CC[C@@H]1O
HOMO-LUMO gap ... 10.0 eV
DFT total energy ... -536.66647 Eh
HOMO level ... -9.34 eV



# 12
ORCA calculation (wB97M-V/def2-TZVPD) on a structure of composition C6H12O6 at a distorted geometry.

Last column: Löwdin charge in e.
Element x y z (Å)
H 2.705 -0.086 -1.386  0.158
H -3.467 -0.873 -1.258  0.166
H -3.965 -0.092 0.357  0.223
O 3.101 -1.580 -0.256  0.039
H 0.430 -1.333 -0.283  0.175
C -0.835 -0.230 0.750  -0.288
H 3.688 0.495 0.066  0.180
C 2.794 -0.186 -0.263  -0.252
H -0.555 -0.599 1.786  0.206
O -1.108 1.103 1.171  0.060
H 0.655 1.952 1.186  0.273
H -1.600 1.435 0.585  -0.052
H 0.517 1.358 -1.168  0.299
H 1.759 -0.065 1.529  0.212
C -2.876 -0.076 -0.511  -0.316
O -2.070 -2.181 0.489  0.120
H 3.497 -1.663 0.496  -0.015
O 1.505 1.628 0.398  -0.118
O 0.071 0.230 -1.435  0.011
O -2.518 1.046 -0.972  -0.031
H -1.744 0.740 -1.628  0.183
C 0.245 -0.241 -0.269  -0.459
C -1.859 -0.996 0.285  -0.384
C 1.631 0.213 0.330  -0.388

Atoms 1-3, force components in eV/Å:
H 0.124 0.844 0.876
H 1.641 1.951 1.216
H 3.374 0.703 -2.209

Calculated values
Spin multiplicity ... 1
HOMO-LUMO gap ... 9.8 eV
DFT total energy ... -686.96767 Eh
HOMO level ... -9.57 eV



Q: Which relative energy (zero: lowest compared OMol25 entry of this formula, charge and spin) values were calculated for the entries above? A: 16.4, 100.1, 139.8, 225.0, 776.7, 716.7, 370.8, 468.9, 553.3, 330.2, 364.1, 748.0, in kJ/mol.